105
Properties=species:S:1:pos:R:3:forces:R:3:mulliken_charge:R:1 method="wB97M-V/def2-TZVPD" total_charge=-1 lumo_ha=0.064 e_above_lowest_kcal_mol=0.0 homo_lumo_gap_ev=7.34 largest_force_ev_per_a=0.88 e_homo_ev=-5.60
O 6.442 -5.339 -0.055 -0.35 -0.04 0.59 -0.578
B 6.328 -3.963 0.218 -0.14 0.23 0.02 0.358
O 6.933 -3.523 1.400 0.51 -0.40 -0.41 -0.567
C 5.566 -2.997 -0.734 0.04 -0.40 0.03 -0.481
Ga 4.102 -2.018 0.278 0.36 -0.50 0.62 0.042
Cl 3.461 -0.061 -0.719 0.00 -0.01 -0.11 -0.524
C 2.483 -3.220 0.476 -0.10 0.17 -0.25 0.262
C 1.464 -2.916 1.387 -0.05 -0.48 -0.43 -0.583
C 0.343 -3.742 1.438 0.21 0.02 -0.02 -0.638
C 0.297 -4.869 0.618 -0.32 0.10 0.18 -0.033
N 1.253 -5.214 -0.243 0.07 0.37 0.17 -0.658
C 2.297 -4.374 -0.299 0.11 0.20 0.10 -0.025
H 5.611 -5.807 0.080 0.05 -0.02 -0.34 0.297
H 7.755 -3.054 1.233 -0.15 0.31 0.14 0.224
H 5.165 -3.591 -1.562 0.06 0.28 -0.18 0.273
H 6.286 -2.268 -1.125 -0.18 0.16 0.03 0.408
H 4.588 -1.622 1.747 -0.09 0.21 -0.10 -0.305
H 1.549 -2.038 2.021 -0.07 -0.03 0.00 0.451
H -0.495 -3.521 2.092 0.06 -0.08 0.02 0.437
H -0.573 -5.518 0.666 0.15 0.07 -0.06 0.302
H 3.058 -4.631 -1.034 -0.04 -0.08 0.01 0.365
F 4.163 4.280 -5.162 0.01 0.00 0.00 -0.322
C 3.169 3.405 -4.873 -0.08 -0.08 0.03 0.472
C 2.113 3.289 -5.754 -0.01 0.06 -0.10 -0.579
C 1.099 2.388 -5.456 0.04 -0.03 0.08 -0.264
C 1.154 1.632 -4.293 -0.02 -0.01 -0.02 -0.692
C 2.227 1.770 -3.422 -0.16 0.00 -0.01 0.196
C 3.247 2.663 -3.713 0.13 0.07 0.04 -0.507
H 2.091 3.892 -6.652 0.02 0.00 0.01 0.408
H 0.265 2.278 -6.138 0.00 0.01 -0.01 0.362
H 0.361 0.931 -4.065 0.01 0.00 0.01 0.455
H 2.284 1.186 -2.511 0.02 -0.01 -0.09 -0.005
H 4.091 2.779 -3.047 0.02 0.01 0.02 0.510
F 9.357 -1.896 0.650 0.04 -0.06 0.00 -0.378
C 9.853 -1.127 1.646 0.06 0.12 0.10 0.501
C 9.501 0.205 1.683 -0.05 0.03 -0.12 -0.423
C 10.010 0.996 2.702 0.06 -0.06 0.05 -0.197
C 10.859 0.448 3.655 0.01 0.02 0.01 -0.651
C 11.196 -0.898 3.593 -0.03 0.07 -0.02 -0.301
C 10.688 -1.701 2.582 0.04 -0.12 -0.01 -0.509
H 8.836 0.605 0.933 -0.04 -0.02 0.01 0.410
H 9.737 2.041 2.751 -0.02 0.00 -0.02 0.380
H 11.254 1.068 4.448 0.00 0.00 0.00 0.365
H 11.856 -1.327 4.335 -0.01 -0.02 0.01 0.351
H 10.929 -2.754 2.516 -0.02 0.00 -0.02 0.422
F -3.213 -0.944 1.533 -0.02 -0.01 0.02 -0.329
C -2.464 -0.185 0.697 0.12 0.10 -0.14 0.312
C -2.922 1.072 0.356 0.02 -0.09 0.10 -0.537
C -2.150 1.849 -0.496 0.05 -0.05 -0.02 -0.517
C -0.949 1.360 -0.996 0.00 0.03 -0.01 -0.398
C -0.515 0.089 -0.642 -0.01 0.05 -0.03 -0.323
C -1.276 -0.694 0.215 0.02 -0.12 -0.01 -0.350
H -3.857 1.427 0.759 -0.04 0.01 0.03 0.513
H -2.488 2.841 -0.767 -0.03 0.00 0.00 0.409
H -0.348 1.972 -1.658 0.01 0.00 0.01 0.338
H 0.423 -0.295 -1.023 0.04 0.01 0.07 0.368
H -0.944 -1.683 0.502 -0.04 0.01 0.00 0.496
F -5.224 2.927 -0.326 -0.09 0.12 -0.02 -0.269
C -6.514 2.752 -0.678 -0.08 -0.02 -0.03 0.428
C -6.816 2.535 -2.007 0.06 0.00 -0.10 -0.506
C -8.144 2.353 -2.363 -0.03 0.01 0.08 -0.309
C -9.141 2.396 -1.397 -0.02 0.00 -0.02 -0.734
C -8.812 2.618 -0.066 0.12 0.03 -0.16 0.007
C -7.485 2.794 0.302 0.00 0.03 0.10 -0.627
H -6.022 2.509 -2.741 0.02 -0.01 0.03 0.435
H -8.400 2.175 -3.399 0.01 0.01 -0.01 0.361
H -10.176 2.255 -1.681 0.00 0.00 0.01 0.388
H -9.587 2.652 0.684 0.10 -0.03 -0.06 0.415
H -7.201 2.961 1.332 0.03 0.00 -0.01 0.425
F -11.127 2.406 2.023 -0.19 -0.02 0.17 -0.354
C -11.814 3.536 2.304 -0.05 0.09 0.03 0.518
C -13.186 3.533 2.165 -0.07 -0.09 -0.04 -0.576
C -13.884 4.696 2.456 0.07 0.04 0.02 -0.287
C -13.206 5.835 2.870 -0.02 0.02 0.00 -0.541
C -11.824 5.811 2.998 -0.06 -0.03 -0.01 -0.308
C -11.115 4.652 2.717 0.11 0.01 0.01 -0.364
H -13.692 2.635 1.836 0.02 -0.01 0.01 0.411
H -14.961 4.712 2.359 -0.01 -0.01 -0.01 0.352
H -13.754 6.740 3.093 0.00 0.00 0.00 0.369
H -11.293 6.697 3.316 0.01 0.00 0.01 0.351
H -10.038 4.609 2.814 0.00 -0.02 -0.02 0.410
F 7.194 2.245 1.111 -0.02 0.07 0.08 -0.339
C 7.261 3.124 0.093 -0.01 0.04 -0.13 0.390
C 7.583 4.439 0.365 0.03 0.04 0.10 -0.511
C 7.663 5.335 -0.692 -0.01 -0.05 -0.05 -0.283
C 7.419 4.909 -1.990 0.00 0.03 -0.02 -0.618
C 7.096 3.580 -2.235 0.00 0.05 0.05 -0.401
C 7.014 2.673 -1.188 -0.01 -0.13 -0.06 -0.385
H 7.763 4.748 1.386 -0.01 -0.02 0.00 0.427
H 7.916 6.369 -0.499 -0.01 0.01 0.01 0.351
H 7.478 5.611 -2.811 -0.01 0.00 -0.01 0.391
H 6.899 3.248 -3.245 -0.01 -0.02 -0.01 0.439
H 6.760 1.634 -1.353 -0.06 0.01 0.04 0.539
F -1.492 -7.316 1.595 -0.07 -0.14 0.12 -0.323
C -2.756 -7.551 1.203 -0.09 -0.02 -0.07 0.398
C -3.009 -7.738 -0.142 0.06 0.00 -0.10 -0.375
C -4.314 -7.980 -0.544 -0.03 0.00 0.08 -0.314
C -5.340 -8.027 0.391 -0.03 -0.01 -0.01 -0.513
C -5.059 -7.832 1.736 0.02 -0.01 -0.07 -0.282
C -3.757 -7.594 2.153 0.00 0.01 0.10 -0.524
H -2.194 -7.688 -0.851 0.02 0.01 0.03 0.460
H -4.530 -8.132 -1.593 0.01 0.01 -0.01 0.345
H -6.356 -8.212 0.071 0.00 0.00 0.00 0.361
H -5.857 -7.862 2.467 0.00 0.00 0.01 0.346
H -3.514 -7.443 3.196 0.02 0.02 -0.01 0.414